Formula: C23H14N5O7V
Source: the OMol25 dataset
Level of theory: ωB97M-V/def2-TZVPD

The geometry in XYZ format:
```
50
Properties=species:S:1:pos:R:3:mulliken_spin:R:1
V -0.20 -0.11 0.12 2.822
O -5.96 -2.54 -1.71 0.001
C -4.70 -2.21 -2.13 -0.004
O -4.41 -2.35 -3.27 -0.002
C -3.79 -1.71 -1.06 -0.004
C -3.99 -1.83 0.30 0.029
N -2.92 -1.30 0.91 -0.002
N -2.03 -0.85 0.02 -0.021
C -2.52 -1.08 -1.19 0.069
C -1.64 -0.56 -2.33 -0.024
O -2.04 -0.52 -3.47 0.014
O -0.49 -0.14 -1.88 -0.007
H -6.08 -2.32 -0.78 0.000
H -4.78 -2.26 0.88 0.003
H -2.71 -1.23 1.89 0.006
O 1.79 0.48 -0.41 0.018
C 2.76 -0.59 -0.16 0.003
C 2.03 -1.87 0.38 -0.003
O 2.72 -2.82 0.70 0.013
O 0.75 -1.80 0.43 -0.022
C 3.48 -0.97 -1.44 0.005
C 3.03 -0.63 -2.70 0.002
C 3.70 -1.05 -3.84 0.000
C 4.84 -1.83 -3.73 0.000
C 5.29 -2.20 -2.47 0.000
C 4.62 -1.78 -1.34 0.000
C 3.66 0.00 0.91 -0.020
C 4.79 0.75 0.58 0.003
C 5.54 1.36 1.57 -0.001
C 5.18 1.24 2.90 0.001
C 4.05 0.50 3.24 0.000
C 3.30 -0.12 2.25 0.002
H 1.47 0.41 -1.32 -0.005
H 2.13 -0.04 -2.86 -0.002
H 3.32 -0.77 -4.82 0.000
H 5.37 -2.16 -4.62 0.000
H 6.17 -2.82 -2.37 0.000
H 4.96 -2.08 -0.36 0.000
H 5.07 0.85 -0.46 0.000
H 6.42 1.94 1.29 0.000
H 5.76 1.72 3.67 0.000
H 3.74 0.42 4.28 -0.001
H 2.43 -0.70 2.52 0.003
N -0.24 0.38 1.99 -0.132
C -0.32 0.71 3.10 0.201
C -0.49 1.08 4.43 0.019
C 0.63 1.28 5.28 0.009
N 1.54 1.45 5.96 0.009
C -1.82 1.16 4.92 0.008
N -2.91 1.19 5.29 0.011
```

Computed properties:
HOMO-LUMO gap (alpha / beta) (eV): 6.56 / 7.96
Net charge: -1
Expectation value of S²: 3.763
Energy relative to the best compared isomer or geometry (same formula, charge and spin) (kcal/mol): 26.3
Molar mass (g mol⁻¹): 523.337
2S+1: 4

---

Formula: C2H9NO
Source: the OMol25 dataset
Level of theory: ωB97M-V/def2-TZVPD

The geometry in XYZ format:
```
13
Properties=species:S:1:pos:R:3:mulliken_spin:R:1
C -0.60 -1.27 -0.34 0.017
N 0.07 0.00 -0.64 0.814
C -0.80 1.16 -0.25 0.026
H -1.30 -1.12 0.47 -0.001
H -1.06 -1.66 -1.26 0.049
H 0.12 -2.01 0.02 0.032
H 0.47 0.13 -1.57 -0.016
H -0.70 1.41 0.81 0.013
H -1.77 0.92 -0.71 0.032
H -0.45 2.05 -0.76 -0.001
H 1.40 -0.09 0.99 0.003
H 2.77 0.26 1.46 0.000
O 1.85 0.21 1.77 0.032
```

Computed properties:
HOMO-LUMO gap (alpha / beta) (eV): 12.00 / 6.81
Net charge: +1
Expectation value of S²: 0.754
Energy relative to the best compared isomer or geometry (same formula, charge and spin) (kcal/mol): 7.4
Molar mass (g mol⁻¹): 63.100
2S+1: 2

---

Formula: C8H20O2SSi
Source: the OMol25 dataset
Level of theory: ωB97M-V/def2-TZVPD

The geometry in XYZ format:
```
32
Properties=species:S:1:pos:R:3:nbo_charge:R:1
C -2.06 -0.99 -1.34 -0.607
C -1.89 -0.21 -0.07 -0.405
C -2.05 -1.13 1.12 -0.610
C -2.93 0.86 -0.23 -0.614
Si -0.05 0.60 0.00 1.632
C 0.38 1.58 -1.63 -1.134
C 0.09 1.74 1.51 -1.119
C 1.35 -0.86 0.29 -1.147
S 2.88 -0.12 0.16 2.207
C 3.93 -1.59 0.45 -0.862
O 3.15 0.88 1.14 -0.957
O 3.13 0.30 -1.19 -0.961
H -2.03 -0.39 -2.27 0.212
H -1.24 -1.66 -1.43 0.196
H -3.03 -1.43 -1.34 0.204
H -2.14 -0.58 2.04 0.213
H -1.19 -1.83 1.11 0.196
H -2.92 -1.69 0.95 0.207
H -3.26 1.29 0.78 0.202
H -2.35 1.59 -0.67 0.206
H -3.85 0.64 -0.88 0.214
H 1.29 2.14 -1.61 0.261
H 0.49 0.99 -2.58 0.250
H -0.43 2.31 -1.95 0.234
H -0.06 2.69 1.17 0.236
H -0.80 1.54 2.19 0.230
H 1.02 1.60 2.00 0.266
H 1.06 -1.22 1.32 0.270
H 1.27 -1.67 -0.33 0.253
H 4.51 -1.60 -0.45 0.249
H 4.63 -1.44 1.23 0.247
H 3.10 -2.34 0.50 0.231
```

Computed properties:
HOMO-LUMO gap (eV): 10.22
Net charge: 0
Energy relative to the best compared isomer or geometry (same formula, charge and spin) (kcal/mol): 0.0
SMILES: CC(C)(C)[Si](C)(C)CS(C)(=O)=O
Molar mass (g mol⁻¹): 208.399
2S+1: 1